{
  "formula": "C17H12F4N2O6S",
  "method": "ωB97M-V/def2-TZVPD",
  "elements": ["O", "O", "O", "O", "F", "F", "F", "F", "N", "O", "O", "C", "C", "C", "C", "C", "C", "C", "C", "C", "C", "C", "C", "C", "N", "C", "C", "C", "C", "S", "H", "H", "H", "H", "H", "H", "H", "H", "H", "H", "H", "H"],
  "coordinates": [[2.18592, 1.24245, 3.77691], [-0.96235, 0.65146, -3.45688], [0.94477, 4.26295, -2.91608], [3.23543, 3.03490, -3.12421], [-3.56349, -3.23310, 1.76014], [-3.73657, -0.44876, 5.28259], [-4.83986, 0.19018, 3.26592], [-4.53473, -1.93816, 3.99961], [0.43979, 1.47549, 0.63936], [0.62095, -0.19232, 2.89366], [-2.70579, -0.82823, 3.22801], [1.46556, 0.87322, 2.82682], [-0.13659, 1.20465, -2.80957], [1.45059, 1.65042, 1.46380], [0.65843, 1.83554, -0.67292], [2.73024, 2.18247, 1.01192], [-2.92740, -2.13812, -0.28559], [-2.60289, -0.88793, -0.96688], [-2.35422, 0.30837, 1.24215], [2.94054, 2.59254, -0.27485], [-3.06054, -2.12480, 1.13713], [-2.79282, -0.86764, 1.83415], [-2.20772, 0.21315, -0.16916], [1.81146, 2.42957, -1.08563], [-0.43225, 1.57822, -1.50580], [0.48597, -0.83766, 4.22451], [-4.02071, -0.68620, 3.96537], [-1.83064, 1.41597, -0.94354], [1.11470, 1.58056, -3.53324], [1.79464, 2.98250, -2.75570], [3.58255, 2.16191, 1.75447], [-3.10401, -3.15078, -0.71045], [-2.61995, -0.70573, -2.04400], [-1.97171, 1.13021, 1.80948], [3.88647, 3.06287, -0.46993], [-0.03917, -1.76954, 4.03424], [1.47284, -1.06572, 4.64501], [-0.01704, -0.09761, 4.88154], [-2.10732, 2.24854, -0.29278], [-2.44693, 1.50336, -1.84631], [0.82410, 1.69864, -4.54810], [1.80001, 0.65780, -3.38784]],
  "smiles": "COC(=O)c1ccc2c(n1)N(Cc1ccc(F)c(OC(F)(F)F)c1)C(=O)CS2(=O)=O",
  "charge": 0,
  "homo_ev": -9.433
}

---

{
  "formula": "C17H12N3O2PdS3",
  "method": "ωB97M-V/def2-TZVPD",
  "elements": ["Pd", "C", "O", "C", "C", "C", "C", "C", "C", "N", "N", "C", "C", "C", "C", "O", "C", "N", "C", "C", "C", "C", "H", "H", "H", "H", "H", "H", "H", "H", "H", "H", "H", "H", "S", "C", "S", "S"],
  "coordinates": [[-2.78168, -2.93848, 1.78807], [2.58747, -0.54488, -4.56590], [3.44278, 0.36418, -3.90787], [2.92551, 1.04200, -2.83901], [1.58847, 0.99486, -2.45452], [1.17200, 1.64273, -1.30858], [2.07841, 2.36130, -0.50210], [3.40021, 2.48120, -0.96572], [3.81341, 1.82528, -2.10377], [1.72497, 2.94022, 0.69777], [0.64832, 2.56437, 1.31062], [0.34172, 1.27074, 1.51443], [1.30579, 0.23467, 1.43757], [0.97343, -1.09339, 1.51810], [-0.37130, -1.50660, 1.65142], [-0.71467, -2.74049, 1.67040], [-1.36436, -0.46850, 1.75737], [-2.65683, -0.88077, 1.84987], [-3.62267, 0.01030, 1.94031], [-3.36754, 1.38266, 1.97368], [-2.06998, 1.82965, 1.87591], [-1.02660, 0.90400, 1.75235], [3.20476, -1.08738, -5.27812], [1.79088, -0.02234, -5.10467], [2.14022, -1.25477, -3.86467], [0.85764, 0.45100, -3.03670], [0.12751, 1.61713, -1.03179], [4.10520, 3.05335, -0.37643], [4.84050, 1.88832, -2.43966], [2.33912, 0.52852, 1.30652], [1.73920, -1.85527, 1.45767], [-4.63167, -0.37888, 1.99804], [-4.18995, 2.07634, 2.07614], [-1.83580, 2.88607, 1.88464], [-5.78781, -6.12994, 2.46686], [-4.68945, -4.96501, 2.09716], [-5.03219, -3.26670, 1.96760], [-3.00501, -5.21554, 1.78700]],
  "charge": -1,
  "homo_ev": [-4.641, -4.334]
}

---

{
  "formula": "C17H12N5O6OsS",
  "method": "ωB97M-V/def2-TZVPD",
  "elements": ["Os", "O", "C", "O", "C", "C", "C", "C", "C", "N", "C", "O", "O", "H", "H", "H", "N", "C", "C", "C", "C", "C", "C", "S", "O", "O", "N", "C", "N", "C", "C", "C", "N", "H", "H", "H", "H", "H", "H", "H", "H", "H"],
  "coordinates": [[0.32019, 2.14131, 0.22407], [-3.40238, 3.57497, 0.32072], [-2.35166, 3.12439, 0.00910], [-1.27741, 3.03620, 0.85153], [-2.00035, 2.67014, -1.38689], [-2.81227, 2.62054, -2.49764], [-2.26529, 2.13254, -3.68286], [-0.93784, 1.70826, -3.74420], [-0.18329, 1.78980, -2.59527], [-0.73615, 2.26671, -1.48404], [1.24967, 1.36749, -2.37500], [1.94011, 0.90972, -3.22691], [1.64888, 1.58217, -1.09265], [-3.83942, 2.94889, -2.42054], [-2.88233, 2.07823, -4.56950], [-0.48975, 1.32252, -4.64923], [0.45142, -5.81156, -1.18562], [0.18330, -4.60531, -0.62477], [-0.09860, -4.50386, 0.74603], [-0.36596, -3.28286, 1.31812], [-0.36800, -2.13674, 0.52378], [-0.09312, -2.21916, -0.84262], [0.17954, -3.43855, -1.41133], [-0.63668, -0.62190, 1.27986], [-1.17841, -0.79663, 2.58751], [-1.35072, 0.26422, 0.33157], [0.80231, 0.14806, 1.28215], [1.36018, 0.81792, 2.33294], [1.79270, 0.29152, 3.46210], [2.40423, 1.13852, 4.28188], [2.60728, 2.49440, 3.99736], [2.09955, 2.97325, 2.81994], [1.45829, 2.12547, 1.99548], [0.45596, -6.64862, -0.63317], [0.66444, -5.89452, -2.16206], [-0.10554, -5.39811, 1.35590], [-0.58226, -3.20595, 2.37441], [-0.10698, -1.32760, -1.45833], [0.39177, -3.50823, -2.47037], [2.75733, 0.71800, 5.21617], [3.12671, 3.14496, 4.68325], [2.17055, 4.00940, 2.51911]],
  "s_squared": 6.018,
  "charge": 1,
  "homo_ev": [-10.967, -10.961],
  "multiplicity": 5
}

---

{
  "formula": "C17H13Br33O3",
  "method": "ωB97M-V/def2-TZVPD",
  "elements": ["C", "C", "C", "C", "C", "O", "O", "C", "O", "H", "H", "C", "Br", "Br", "Br", "H", "C", "Br", "Br", "Br", "H", "C", "Br", "Br", "Br", "H", "C", "Br", "Br", "Br", "H", "C", "Br", "Br", "Br", "H", "C", "Br", "Br", "Br", "H", "C", "Br", "Br", "Br", "H", "C", "Br", "Br", "Br", "H", "C", "Br", "Br", "Br", "H", "C", "Br", "Br", "Br", "H", "C", "Br", "Br", "Br", "H"],
  "coordinates": [[-8.17293, -2.93762, -4.19261], [-7.06526, -2.90699, -3.72045], [-5.89578, -3.27522, -3.00041], [-5.42815, -2.79348, -1.85958], [-4.18162, -3.57112, -1.54846], [-3.26603, -3.34081, -0.83718], [-4.30569, -4.73551, -2.31196], [-4.94888, -4.37136, -3.46710], [-4.72773, -4.81576, -4.54728], [-9.16177, -3.04911, -4.54483], [-5.89640, -1.99107, -1.31870], [-0.47483, -1.07239, -0.48264], [-1.75613, 0.33718, -0.21036], [0.55646, -0.80815, -2.09082], [0.66233, -1.30613, 1.05310], [-1.03440, -1.98890, -0.61040], [-3.87271, 1.13064, 3.77352], [-2.00596, 0.66901, 3.70553], [-4.17444, 2.76119, 4.75670], [-4.65683, 1.20984, 2.01438], [-4.37637, 0.34012, 4.30998], [4.58645, -3.17259, 2.54272], [6.09265, -1.97181, 2.59844], [3.26778, -2.72797, 3.87669], [3.81107, -3.24978, 0.78300], [4.95677, -4.16043, 2.77455], [-4.20926, -0.13566, -5.75970], [-4.93611, 1.50355, -5.06531], [-2.39322, -0.40761, -5.16593], [-5.32331, -1.64826, -5.31216], [-4.18379, -0.04692, -6.83640], [-7.91207, -7.30092, -5.92498], [-9.54467, -6.29930, -5.70094], [-6.34970, -6.30190, -5.34963], [-8.02457, -9.02168, -5.05691], [-7.80755, -7.49064, -6.98391], [-2.91103, 5.00336, -3.76834], [-2.59030, 3.46886, -2.64557], [-4.79835, 5.33614, -4.00943], [-1.98888, 6.56519, -3.12389], [-2.50420, 4.77141, -4.74182], [4.72467, 0.67885, -1.21256], [6.25269, 1.84494, -1.10147], [3.40814, 1.11724, 0.11901], [3.97134, 0.64097, -2.98518], [5.07548, -0.32064, -0.99502], [-4.09764, 5.98012, 2.17001], [-4.69710, 7.69486, 1.52756], [-3.61133, 4.80771, 0.72381], [-2.66897, 6.15584, 3.45063], [-4.93179, 5.52366, 2.68376], [9.04867, 1.18889, 1.50954], [9.97151, 0.92510, 3.17774], [9.76770, 2.67457, 0.51685], [9.00565, -0.42152, 0.45892], [8.02344, 1.43551, 1.75008], [7.99493, 0.47522, 6.98168], [9.32211, -0.73635, 7.67606], [6.49782, -0.46379, 6.21507], [7.43737, 1.75872, 8.30464], [8.46188, 1.03121, 6.18044], [9.52883, 4.48023, 5.94257], [10.81835, 3.23367, 6.64995], [8.01376, 3.56263, 5.19081], [8.99321, 5.78323, 7.25409], [10.00950, 5.01551, 5.13692]],
  "charge": 0,
  "homo_ev": -10.053
}

---

{
  "formula": "C17H13BrF2N6RuS2",
  "method": "ωB97M-V/def2-TZVPD",
  "elements": ["Ru", "F", "C", "C", "C", "C", "C", "F", "C", "C", "C", "C", "C", "C", "N", "H", "H", "H", "H", "H", "H", "Br", "S", "C", "N", "N", "C", "C", "C", "C", "N", "N", "C", "N", "S", "H", "H", "H", "H", "H", "H", "H"],
  "coordinates": [[0.98131, -0.11516, -0.11487], [5.38182, 3.19022, -0.18376], [4.05028, 3.03637, -0.42459], [3.42926, 1.83676, -0.09022], [2.08499, 1.65806, -0.34540], [1.30387, 2.72368, -0.91073], [1.99398, 3.91694, -1.21410], [1.34621, 4.98396, -1.76500], [3.34248, 4.08132, -0.99185], [-0.08807, 2.47294, -1.12581], [-1.05966, 3.37936, -1.60001], [-2.35770, 2.97839, -1.76036], [-2.72476, 1.65676, -1.42097], [-1.75305, 0.82085, -0.92892], [-0.48517, 1.19343, -0.79670], [4.02430, 1.05869, 0.36941], [3.82492, 5.01071, -1.24753], [-0.77476, 4.38986, -1.83776], [-3.10128, 3.66151, -2.14091], [-3.73994, 1.31126, -1.52642], [-1.98903, -0.19801, -0.62576], [1.07904, -1.13940, -2.50609], [-1.96793, 2.62158, 2.41892], [-0.72196, 1.65923, 2.15242], [0.17066, 0.91352, 2.00289], [3.44187, -1.58068, 1.18598], [2.60683, -0.97401, 0.67492], [-2.92919, -5.23768, 0.06104], [-1.50912, -4.84560, -0.34665], [-0.98589, -3.72223, 0.46073], [-0.59837, -2.58178, 0.00477], [-0.12326, -1.74785, 0.92289], [-0.13692, -2.22768, 2.15019], [0.36897, -1.59289, 3.22035], [-0.80554, -3.84837, 2.23119], [-3.25298, -6.08927, -0.53135], [-3.61259, -4.40795, -0.10543], [-2.96991, -5.50891, 1.11536], [-1.48180, -4.53633, -1.39179], [-0.85730, -5.71625, -0.22787], [0.54098, -0.59577, 3.06201], [0.05444, -1.88960, 4.12780]],
  "s_squared": 0.761,
  "charge": -1,
  "homo_ev": [-5.377, -5.196],
  "multiplicity": 2
}

---

{
  "formula": "C17H13CuNO2S",
  "method": "ωB97M-V/def2-TZVPD",
  "elements": ["Cu", "C", "C", "O", "C", "C", "C", "C", "C", "C", "O", "H", "H", "H", "H", "H", "H", "H", "S", "C", "C", "C", "C", "C", "C", "C", "C", "C", "N", "H", "H", "H", "H", "H", "H"],
  "coordinates": [[-0.84852, 0.42925, 0.01847], [3.46728, 0.45404, -0.00590], [2.05159, 1.01435, 0.00920], [1.14678, 0.17938, 0.02189], [1.86253, 2.45498, 0.00731], [3.00883, 3.28797, -0.00486], [2.94138, 4.65405, -0.00932], [1.66325, 5.26092, -0.00364], [0.52878, 4.50780, 0.00767], [0.55142, 3.06157, 0.01549], [-0.54467, 2.43600, 0.02934], [3.39055, -0.63002, -0.00693], [4.03108, 0.77665, 0.87181], [4.01433, 0.78035, -0.89265], [3.98760, 2.82564, -0.01082], [3.84209, 5.25379, -0.01781], [1.58640, 6.34340, -0.00873], [-0.45444, 4.96354, 0.01141], [-4.50669, -2.28913, 0.00871], [-4.93330, -0.63436, -0.01549], [-3.83105, 0.16266, -0.00066], [-2.56291, -0.52597, 0.00855], [-2.79351, -1.87784, 0.00390], [-1.81138, -2.97750, 0.00276], [-2.19877, -4.32868, -0.00411], [-1.23805, -5.31946, -0.00580], [0.10523, -4.96599, -0.00042], [0.39870, -3.61149, 0.00633], [-0.51382, -2.64693, 0.00746], [-5.97510, -0.34527, -0.02834], [-3.90762, 1.24414, -0.00572], [-3.24973, -4.59128, -0.00811], [-1.53340, -6.36192, -0.01085], [0.89249, -5.70893, -0.00123], [1.43269, -3.27569, 0.01110]],
  "charge": -1,
  "homo_ev": -3.684
}